[1]
# C53H38Br2N4OW

A structure of composition C53H38Br2N4OW at a distorted geometry (ωB97M-V/def2-TZVPD, the Open Molecules 2025 dataset).

Results
HOMO (spin up / spin down), eV: -12.28 / -12.28
Total energy, a.u.: -7551.360058
Net charge: +2

Element x y z (Å)
W 0.0867 -0.1869 -0.3455
C -5.8716 3.3147 3.5418
C -4.7710 4.0331 3.0977
C -3.7590 3.3921 2.3986
C -3.8439 2.0256 2.1497
C -4.9471 1.3052 2.6007
C -5.9605 1.9521 3.2910
C -2.7656 1.3254 1.4052
C -2.4967 1.6647 0.0996
C -3.0376 2.7515 -0.6550
C -2.3412 2.8397 -1.8217
C -1.4466 1.7243 -1.8409
C -0.7791 1.1659 -2.9669
C -0.1499 1.9678 -3.9906
C 0.0137 3.3552 -3.8143
C 0.6515 4.1132 -4.7740
C 1.1617 3.5005 -5.9139
C 1.0676 2.1244 -6.0763
C 0.4341 1.3598 -5.1164
C -0.9705 -0.2410 -3.0907
N -0.8557 -1.0385 -2.0105
C -1.1760 -2.3260 -2.4248
C -0.8449 -3.4670 -1.7349
C -1.1532 -4.7905 -2.3258
C -2.4761 -5.1374 -2.5845
C -2.7721 -6.3760 -3.1335
C -1.7508 -7.2633 -3.4391
C -0.4281 -6.9140 -3.1980
C -0.1286 -5.6832 -2.6364
C -0.1572 -3.3898 -0.5125
C 0.2433 -4.5021 0.2608
C 0.8731 -4.0284 1.3763
C 0.7852 -2.6104 1.3289
N 0.1777 -2.2247 0.1511
C 0.8512 -1.7825 2.4747
C -0.2048 -0.8425 2.6064
C -0.9531 -0.6374 3.7911
C -2.0552 0.0912 3.4462
C -1.9586 0.3997 2.0720
N -0.8145 -0.2081 1.5487
C 1.8130 -2.0097 3.5561
C 1.8428 -1.1719 4.6830
C 2.7858 -1.3485 5.6767
C 3.7460 -2.3436 5.5557
C 3.7847 -3.1336 4.4137
C 2.8437 -2.9562 3.4197
C -1.6115 -2.2576 -3.7881
C -1.4422 -0.9780 -4.2151
N -1.5526 1.0301 -0.6823
H -6.6615 3.8167 4.0832
H -4.6965 5.0932 3.2977
H -2.8936 3.9520 2.0645
H -5.0216 0.2438 2.3984
H -6.8210 1.3924 3.6304
H -3.8629 3.3671 -0.3383
H -2.5122 3.5219 -2.6362
H -0.3301 3.8362 -2.9105
H 0.7690 5.1781 -4.6318
H 1.6636 4.0960 -6.6648
H 1.5061 1.6490 -6.9422
H 0.4176 0.2862 -5.2284
H -3.2740 -4.4482 -2.3354
H -3.8023 -6.6468 -3.3200
H -1.9833 -8.2278 -3.8693
H 0.3709 -7.5969 -3.4509
H 0.9041 -5.4004 -2.4736
H 0.0312 -5.5303 0.0253
H 1.2316 -4.6125 2.2046
H -0.7373 -1.0722 4.7507
H -2.8653 0.3923 4.0881
H 1.1552 -0.3461 4.7740
H 2.7866 -0.6947 6.5372
H 4.4905 -2.4765 6.3289
H 4.5658 -3.8698 4.2872
H 2.9540 -3.5243 2.5094
H -1.9773 -3.0940 -4.3590
H -1.6699 -0.5708 -5.1851
Br 3.2371 -0.3458 1.1676
C 4.3189 0.9195 0.1282
Br 1.9876 -0.5065 -2.0409
H 5.1173 1.1878 0.8152
H 4.7068 0.3343 -0.7010
C 0.4935 2.7686 1.9400
C 1.4627 2.3477 0.8889
O 0.9543 1.4202 -0.0047
C 2.7198 2.7721 0.6941
C 3.5709 2.1612 -0.3802
C 4.6490 3.0862 -0.8855
C 5.0863 4.1029 -0.1459
C 4.4751 4.3886 1.1519
C 3.3494 3.7785 1.5453
H -0.4782 2.9787 1.4896
H 0.8271 3.6741 2.4405
H 0.3545 1.9910 2.6963
H 2.9416 1.8486 -1.2125
H 5.0951 2.8597 -1.8455
H 5.8899 4.7351 -0.4970
H 4.9269 5.1416 1.7833
H 2.8908 4.0549 2.4846

Forces on atoms 1 to 2 (eV/Å):
W -1.2 0.0 -0.3
C 0.0 0.0 0.0

[2]
# C6H6

An isolated molecule of C6H6 at a distorted geometry (ωB97M-V/def2-TZVPD, the Open Molecules 2025 dataset).

Results
HOMO, eV: -8.72
Total energy, a.u.: -231.982770

Element x y z (Å)
C -1.4799 0.6490 0.2798
C -0.7076 -0.6589 0.0625
C 0.7028 -0.3634 -0.3777
C 1.4758 -0.1572 -1.5064
C 2.3223 0.8817 -0.7867
C 1.9853 -0.0755 0.2021
H -2.5037 0.4537 0.6142
H -0.9801 1.2615 1.0350
H -1.5241 1.2188 -0.6524
H -1.2322 -1.2770 -0.6809
H -0.6880 -1.2449 0.9910
H 2.6295 -0.6878 0.8195

Forces on atoms 1 to 2 (eV/Å):
C 0.0 0.1 0.0
C 0.3 0.1 0.0

[3]
# C45H46N12STi

A structure of composition C45H46N12STi (ωB97M-V/def2-TZVPD, the Open Molecules 2025 dataset).

Results
Spin multiplicity: 2
HOMO (spin up / spin down), eV: -9.72 / -9.73
Total energy, a.u.: -3647.102324
Net charge: +1

Element x y z (Å)
Ti 0.2919 0.0310 0.2503
C 2.0712 -4.2770 0.5099
C 1.1499 -3.2164 0.5222
N 1.4856 -1.9624 0.7349
C 2.7999 -1.6869 0.9625
C 3.8017 -2.6753 0.9359
C 3.3948 -4.0066 0.7044
C 5.1511 -2.2900 1.1251
C 5.4513 -0.9767 1.3369
C 4.4476 0.0170 1.3675
C 3.1257 -0.3164 1.1841
N 2.0234 0.5317 1.1823
C 1.8568 1.4388 2.2304
C 2.7281 2.4075 2.6730
C 2.4166 3.2085 3.7945
C 1.2544 3.0420 4.4881
C 0.3263 2.0610 4.0634
C -0.8800 1.7813 4.7390
C -1.7056 0.7982 4.2670
C -1.3630 0.1415 3.0763
N -0.2569 0.3902 2.4008
C 0.6169 1.3022 2.9165
H 1.7174 -5.2800 0.3211
H 0.1079 -3.4129 0.3189
H 4.1377 -4.7930 0.6743
H 5.9263 -3.0421 1.0887
H 6.4806 -0.6759 1.4747
H 4.7467 1.0426 1.5090
H 3.6665 2.5771 2.1679
H 3.1325 3.9563 4.1085
H 1.0288 3.6405 5.3597
H -1.1311 2.3432 5.6290
H -2.6291 0.5422 4.7640
H -2.0446 -0.5820 2.6525
C -3.3717 -2.7718 -1.4011
N -2.9602 -1.8361 -0.3593
C -2.4456 -2.4561 0.8486
C -2.9090 -0.5100 -0.5498
N -2.0631 0.2884 0.1237
C -2.7102 1.3343 0.8145
C -3.9790 1.1062 1.3171
C -4.6457 2.0156 2.1509
C -4.0179 3.1570 2.5413
C -2.7123 3.4429 2.0757
C -2.0795 4.6241 2.5348
C -0.8186 4.9382 2.1289
C -0.1680 4.1035 1.2106
C -0.7609 2.9686 0.7030
N -0.0287 2.2712 -0.2974
C 0.4239 3.0806 -1.2509
N -0.3049 4.1289 -1.7371
C 0.3352 5.4095 -2.0083
C -1.7396 4.2380 -1.5676
N 1.6438 2.9382 -1.8336
C 1.8933 3.3325 -3.2070
C 2.8431 2.7209 -1.0496
C -2.0495 2.5624 1.1701
N -3.7512 -0.0075 -1.4959
C -5.1460 -0.4067 -1.5941
C -3.4545 1.2609 -2.1188
H -2.6083 -3.5434 -1.4976
H -3.4497 -2.2581 -2.3542
H -4.3264 -3.2445 -1.1620
H -3.2274 -2.5514 1.6070
H -1.6078 -1.8903 1.2530
H -2.0934 -3.4557 0.6014
H -4.4591 0.1550 1.1210
H -5.6393 1.7795 2.5073
H -4.4919 3.8575 3.2154
H -2.6190 5.2587 3.2251
H -0.3180 5.8223 2.4994
H 0.8357 4.3502 0.8843
H 1.4043 5.3531 -1.8271
H -0.0851 6.1594 -1.3329
H 0.1629 5.7320 -3.0371
H -2.1662 3.2643 -1.3722
H -2.1722 4.6462 -2.4835
H -1.9911 4.8991 -0.7330
H 0.9558 3.4219 -3.7504
H 2.5076 2.5668 -3.6832
H 2.4314 4.2824 -3.2726
H 2.5781 2.3603 -0.0646
H 3.4028 3.6602 -0.9742
H 3.4836 1.9807 -1.5270
H -5.3702 -1.1980 -0.8859
H -5.3947 -0.7503 -2.5995
H -5.7756 0.4542 -1.3510
H -2.3761 1.3831 -2.1895
H -3.8856 2.0963 -1.5573
H -3.8803 1.2637 -3.1228
N 5.7385 -2.4140 -3.3031
C 4.7388 -1.8513 -3.3001
C 3.4969 -1.1364 -3.2893
C 2.7658 -0.9173 -4.4501
C 1.5750 -0.2215 -4.3427
C 1.1588 0.1999 -3.0918
N 1.8482 -0.0161 -1.9674
C 3.0048 -0.6590 -2.0755
H 3.1195 -1.2886 -5.4013
H 0.9640 -0.0252 -5.2112
H 0.2155 0.7206 -2.9748
H 3.5863 -0.8017 -1.1767
S -0.1336 -3.4195 -3.0497
C -0.2655 -2.2154 -1.9943
N -0.3462 -1.3430 -1.2095

Forces on atoms 1 to 2 (eV/Å):
Ti 0.1 0.0 -0.7
C 0.0 0.0 0.0

[4]
# C16H44BO17P4

A cluster of 5 separate species, C16H44BO17P4 in total at a distorted geometry (ωB97M-V/def2-TZVPD, the Open Molecules 2025 dataset).

Results
HOMO, eV: -2.02
Total energy, a.u.: -3305.525419
Net charge: -1

Element x y z (Å)
C 2.5839 -0.8549 4.7797
C 2.3958 -2.2382 4.7523
C 1.1549 -2.8850 4.7131
B 0.0676 -1.7962 4.5681
C -0.7245 -1.1914 5.8210
O -0.2787 -1.2489 3.2984
H 3.3028 -0.4243 5.4692
H 2.1077 -0.1662 4.0965
H 3.2901 -2.8746 4.8091
H 1.1164 -3.6555 3.9245
H -1.7959 -1.2540 5.6123
H -0.4572 -0.1401 5.9237
H -0.4668 -1.7426 6.7178
H -0.2503 -0.2955 3.4340
C -2.8711 -0.1717 1.9577
O -3.0203 1.2769 1.9208
P -2.3779 2.0959 0.7154
O -2.0006 3.4258 1.1982
O -3.7041 2.1255 -0.2257
C -4.7632 3.0054 0.1416
O -1.3954 1.5785 -0.4117
C -1.4527 2.2317 -1.6868
H -3.3845 -0.5404 2.8391
H -3.3212 -0.6125 1.0645
H -1.8227 -0.4483 2.0227
H -4.4062 3.8316 0.7550
H -5.5350 2.4515 0.6792
H -5.1937 3.4081 -0.7739
H -1.5308 3.3102 -1.5622
H -2.2892 1.8572 -2.2703
H -0.5219 1.9863 -2.1924
C -8.5837 7.5307 -0.0493
O -7.1966 7.1454 0.0001
P -6.0542 7.9973 -0.8226
O -5.0525 6.9734 -1.1616
O -5.6866 8.8213 0.5501
C -5.1203 8.1006 1.6458
O -5.6663 9.3092 -1.6768
C -4.4391 9.9776 -1.3581
H -9.1352 6.8360 0.5775
H -8.7187 8.5446 0.3347
H -8.9695 7.4676 -1.0668
H -4.6281 7.1883 1.3088
H -5.8909 7.8548 2.3768
H -4.3850 8.7532 2.1141
H -3.6437 9.2536 -1.1916
H -4.5603 10.6156 -0.4882
H -4.2041 10.5916 -2.2251
C 0.6804 -1.9656 0.1655
O 1.2916 -2.9703 -0.6928
P 2.1342 -4.1734 -0.0242
O 3.1667 -4.5427 -1.0075
O 0.8715 -5.2080 -0.0289
C 0.4223 -5.7196 -1.2764
O 2.5962 -4.5643 1.4328
C 2.6697 -5.9529 1.7654
H 0.1514 -1.2606 -0.4705
H -0.0179 -2.4300 0.8613
H 1.4438 -1.4357 0.7318
H 1.2108 -5.6855 -2.0290
H -0.4434 -5.1547 -1.6262
H 0.1250 -6.7560 -1.1170
H 3.1177 -6.5236 0.9525
H 1.6840 -6.3429 2.0027
H 3.3007 -6.0155 2.6485
C 4.6960 -3.2902 -3.2191
O 5.0275 -4.3273 -4.1898
P 6.4143 -4.2898 -4.9582
O 6.2391 -4.8899 -6.2850
O 7.2322 -5.2568 -3.9408
C 6.9560 -6.6543 -3.9731
O 7.4989 -3.1349 -4.9839
C 8.8646 -3.5188 -5.1734
H 3.7260 -3.5223 -2.8037
H 5.4289 -3.2773 -2.4131
H 4.6621 -2.3168 -3.7104
H 6.5388 -6.9525 -4.9349
H 6.2632 -6.9153 -3.1726
H 7.8981 -7.1774 -3.8119
H 8.9450 -4.2829 -5.9448
H 9.2940 -3.8761 -4.2413
H 9.3902 -2.6211 -5.4907

Forces on atoms 1 to 2 (eV/Å):
C 0.2 0.1 0.4
C 0.2 -0.2 0.6

[5]
# C3H3FN2O

An isolated molecule of C3H3FN2O at a distorted geometry (ωB97M-V/def2-TZVPD, the Open Molecules 2025 dataset).

Results
HOMO, eV: -8.79
Total energy, a.u.: -400.697105

Element x y z (Å)
O -0.0072 1.9794 -0.6237
C -0.0916 0.6698 -0.2846
C -1.0185 -0.2747 -0.7901
N -0.8430 -1.4649 -0.2626
N 0.1887 -1.3386 0.5757
C 0.6670 -0.0659 0.5932
F 1.6912 0.2901 1.3559
H 0.7249 2.4057 -0.1381
H -1.8248 -0.0833 -1.5295
H 0.5133 -2.1177 1.1038

Forces on atoms 1 to 2 (eV/Å):
O 0.5 0.5 0.2
C 0.2 -0.5 0.3

[6]
# C4H5N3

A cluster of 2 separate species, C4H5N3 in total at a distorted geometry (ωB97M-V/def2-TZVPD, the Open Molecules 2025 dataset).

Results
HOMO, eV: -9.13
Total energy, a.u.: -319.500072

Element x y z (Å)
C 1.1003 1.6308 -0.5991
C 0.6604 0.2043 -0.5158
C -1.3756 -1.2241 0.8814
C -0.5981 -1.3869 -0.1621
N 1.7480 -0.5367 -0.8187
N 2.7343 0.2440 -1.0692
N 2.3778 1.5204 -0.9832
H -1.3758 -0.3415 1.3641
H 3.0456 2.2391 -1.2551
H -1.8920 -2.0498 1.4135
H 0.3623 2.4372 -0.2571
H -0.3259 -2.1090 -0.8596

Forces on atoms 1 to 2 (eV/Å):
C -4.4 -2.7 1.2
C -0.4 -1.0 0.0